Density functional theory data (wB97M-V/def2-TZVPD) for the molecule C7H7NO5.

Computed properties:
**HOMO energy (spin up / spin down)**: -6.05 / -9.73 eV
**Spin multiplicity**: 3
**<S²>**: 2.03
**Lowest unoccupied orbital energy (spin up / spin down)**: 0.38 / -2.75 eV

Structure (XYZ):
```
20
Properties=species:S:1:pos:R:3:mulliken_spin:R:1
O 0.102 1.582 2.019 0.03
O -0.558 1.551 -3.683 0.10
O 1.558 1.608 -3.118 0.00
O 1.968 0.917 -0.268 0.26
O 1.537 -0.839 1.640 -0.02
N -0.088 -1.675 0.288 0.09
C 0.365 -0.648 1.012 0.51
C 0.744 0.961 -0.421 0.34
C -0.190 0.669 0.972 -0.03
C -0.186 1.155 -1.421 0.24
C -1.568 0.733 0.424 0.33
C -1.507 1.018 -0.902 0.09
C 0.246 1.501 -2.797 0.02
H 2.187 -1.058 0.975 0.03
H 0.603 -2.287 -0.101 0.01
H 0.935 1.980 1.835 -0.02
H -2.396 1.054 -1.628 0.01
H 1.991 1.398 -2.288 0.00
H -0.952 -1.411 -0.163 0.00
H -2.247 0.503 1.208 0.01
```